Entry 1:
Formula: C32H36Cl3KN5O9P2
Source: OMol25
Level of theory: ωB97M-V/def2-TZVPD

Last column: Mulliken charge in e.
Positions of all 88 atoms, in Å:
K -0.139 1.517 0.200  1.32
Cl 5.550 1.082 3.576  -0.67
Cl 1.708 3.559 5.139  -0.10
Cl 3.917 3.183 3.374  0.05
P 2.662 -0.291 -0.284  1.28
P 0.438 -0.016 -2.693  0.61
O 1.167 4.609 -2.095  -0.52
O 0.410 6.523 -2.728  -0.64
O -1.151 3.209 -1.600  -0.54
O 1.312 1.434 2.580  -0.42
O -1.544 8.711 1.234  -0.67
O -2.987 7.621 2.402  -0.65
O 0.845 3.519 1.829  -0.55
O -3.790 3.088 1.622  -0.70
O -2.866 1.965 0.047  -0.55
N 3.341 -2.637 -1.514  -0.46
N -3.033 3.012 0.665  1.08
N 1.471 -2.412 -3.579  0.06
N 0.373 5.523 -2.030  0.96
N -2.158 7.693 1.510  1.05
C 3.235 -3.604 -2.465  0.18
C 2.333 3.208 3.609  0.36
C 1.338 0.483 -5.238  -1.77
C 1.375 2.669 2.547  0.51
C 3.049 -5.585 -4.418  -0.49
C 5.371 0.140 -1.035  -1.94
C -2.309 4.197 0.263  -0.18
C -0.684 5.443 -1.020  -0.10
C 4.014 0.838 -0.955  1.98
C -1.073 -0.841 -2.047  -0.91
C -2.435 -2.414 1.022  -0.49
C 4.077 -4.738 -2.404  -0.47
C 4.093 2.015 0.020  -1.40
C -0.776 1.582 -4.488  -2.01
C 3.540 -1.195 1.040  -1.45
C -2.410 -1.200 1.698  -0.20
C 2.557 -1.592 -1.600  -0.05
C 1.578 -1.488 -2.662  -0.49
C -1.369 4.165 -0.850  0.64
C -0.813 -0.816 -5.162  -1.85
C 0.023 0.270 -4.486  1.91
C -0.060 -2.644 1.344  -0.48
C -2.544 5.335 1.013  -0.20
C -1.887 6.508 0.727  -0.66
C -1.261 -3.138 0.851  -0.48
C 2.224 -4.500 -4.494  -0.65
C 2.305 -3.485 -3.511  0.01
C -1.211 -0.719 2.211  -0.75
C -0.033 -1.433 2.026  -0.04
C -0.941 6.566 -0.306  -0.61
C 3.628 1.361 -2.337  -1.79
C 3.985 -5.705 -3.363  -0.53
H 0.855 -3.203 1.192  0.36
H -3.252 5.301 1.826  0.66
H 5.760 -0.097 -0.045  0.32
H 4.366 1.693 1.028  -0.01
H 1.935 1.265 -4.767  0.26
H -3.317 -0.622 1.816  0.39
H -0.413 7.483 -0.520  0.58
H 3.857 -0.461 1.786  0.16
H 5.319 -0.778 -1.624  0.31
H 2.672 1.885 -2.321  0.03
H 4.401 -1.751 0.677  0.48
H -1.799 -0.893 -4.699  0.34
H 3.147 2.564 0.051  0.26
H 0.895 -1.029 2.410  0.44
H 1.930 -0.434 -5.275  0.31
H 4.631 -6.573 -3.320  0.40
H 4.786 -4.806 -1.589  0.47
H 2.846 -1.890 1.514  0.39
H 4.874 2.706 -0.315  0.53
H -0.211 2.408 -4.056  0.31
H -1.703 1.491 -3.918  0.38
H -1.044 1.833 -5.519  0.55
H 3.578 0.559 -3.078  0.41
H -0.913 -1.188 -1.024  -0.39
H -3.367 -2.789 0.620  0.37
H -0.969 -0.534 -6.209  0.56
H 2.990 -6.362 -5.169  0.39
H 4.392 2.071 -2.670  0.65
H -1.279 -4.081 0.319  0.37
H -1.900 -0.127 -2.045  0.46
H -0.331 -1.791 -5.126  0.15
H 1.128 0.790 -6.266  0.53
H -1.187 0.218 2.756  0.62
H -1.350 -1.714 -2.641  0.48
H 1.500 -4.388 -5.290  0.45
H 6.088 0.814 -1.514  0.52

LUMO: 0.0162 Eh
charge: -1
highest occupied orbital energy: -6.08 eV

Entry 2:
Formula: C5H9ClN2
Source: OMol25
Level of theory: ωB97M-V/def2-TZVPD

Last column: Mulliken charge in e.
Positions of all 17 atoms, in Å:
Cl 1.454 1.161 -1.291  -0.22
N -2.397 -0.069 -0.390  -0.64
N 1.414 -0.030 1.930  -0.67
C -1.562 -1.211 -0.019  -0.22
C -1.053 -0.178 -0.930  -0.08
C 0.627 -0.508 0.797  -0.09
C -0.619 -1.255 1.215  -0.89
C 0.094 0.546 -0.214  -0.21
H -0.283 1.469 0.219  0.30
H 0.910 0.613 2.543  0.25
H 1.223 -1.157 0.179  0.41
H -0.911 -0.335 -1.984  0.40
H -0.386 -2.227 1.566  0.36
H 2.203 0.459 1.531  0.29
H -2.434 0.639 0.327  0.30
H -1.100 -0.702 2.047  0.29
H -1.983 -2.158 -0.354  0.41

LUMO: 0.0363 Eh
structure (SMILES): N[C@H]1C[C@H]2N[C@H]2[C@@H]1Cl
highest occupied orbital energy: -9.53 eV

Entry 3:
Formula: C3H8N4O
Source: OMol25
Level of theory: ωB97M-V/def2-TZVPD

Last column: Mulliken charge in e.
Positions of all 16 atoms, in Å:
O 2.475 -1.082 1.358  -0.53
N 1.983 -0.370 0.141  -0.23
N -1.654 1.015 0.438  -0.53
N -2.087 1.002 -1.771  -0.59
N 0.083 -1.148 1.207  -0.71
C -1.129 0.704 -0.761  0.78
C 0.566 -0.444 0.150  0.28
C -0.009 0.071 -0.949  -0.69
H -2.708 1.287 0.556  0.25
H -1.963 0.620 -2.858  0.26
H -2.522 1.914 -1.660  0.23
H 0.613 0.310 -1.887  0.30
H -0.944 -1.235 1.243  0.21
H 2.441 0.481 0.002  0.23
H -1.028 1.030 1.231  0.25
H 1.467 -1.228 1.769  0.47

LUMO: 0.0178 Eh
structure (SMILES): [H]/N=C(\C=C(N)N)NO
highest occupied orbital energy: -8.25 eV

Entry 4:
Formula: C2H2BrP
Source: OMol25
Level of theory: ωB97M-V/def2-TZVPD

Last column: Mulliken charge in e.
Positions of all 6 atoms, in Å:
Br 3.428 0.074 -0.291  -0.08
P -1.892 1.160 -0.254  -0.11
C -1.140 -0.334 0.432  -0.21
C -0.275 0.621 0.309  -0.31
H -1.235 -1.437 0.741  0.31
H 0.678 0.956 0.601  0.39

LUMO (alpha / beta): -0.0109 / -0.1395 Eh
highest occupied orbital energy (alpha / beta): -10.64 / -7.03 eV

Entry 5:
Formula: C11H36IN4O16S
Source: OMol25
Level of theory: ωB97M-V/def2-TZVPD

Last column: Mulliken charge in e.
Positions of all 69 atoms, in Å:
I 1.005 -3.238 1.687  0.14
S -2.614 3.206 -2.432  -0.25
O -1.902 3.817 3.966  -0.60
O 3.909 -2.177 3.171  -0.60
O -0.410 1.947 -6.407  -0.62
O 4.750 0.372 -3.260  -0.65
O -6.694 -2.298 -3.235  -0.65
O 0.309 -0.893 3.277  -0.47
O -2.546 -4.779 2.478  -0.64
O -2.575 1.187 -4.154  -0.14
O 1.030 -7.195 4.631  -0.66
O -2.593 1.658 2.308  -0.58
O 2.494 2.406 -3.946  -0.30
O 6.976 -1.920 3.081  -0.67
O 5.676 -0.891 0.568  -0.62
O -0.862 -4.755 5.027  -0.64
O 2.227 3.364 -2.924  -0.23
O -4.559 3.585 0.221  -0.61
N 2.588 2.198 -0.671  -1.14
N 1.356 2.098 -1.123  0.91
N -4.488 0.161 -3.857  -0.23
N -4.451 1.224 -2.986  -0.39
C 1.054 3.016 -2.303  -0.66
C -0.265 -0.498 1.009  -0.49
C -0.973 1.252 -1.212  -1.08
C 0.747 0.453 0.444  1.62
C 2.029 0.528 0.927  -0.46
C 0.260 -1.300 2.174  -0.48
C -3.384 0.154 -4.524  -0.15
C 2.912 1.419 0.327  -0.55
C -1.799 2.534 -0.941  -0.67
C -3.313 1.798 -3.188  0.47
C 0.405 1.295 -0.639  -0.30
H 0.431 -7.543 5.300  0.33
H 0.440 2.487 -3.022  0.64
H -3.289 -4.307 2.866  0.31
H -7.258 -2.576 -3.963  0.33
H -6.118 -1.625 -3.616  0.37
H 5.394 0.637 -2.594  0.31
H 6.085 -2.288 3.042  0.34
H -4.266 3.734 -0.688  0.30
H -1.158 3.352 -0.632  0.34
H 3.923 1.496 0.697  0.65
H -2.544 2.361 -0.176  0.75
H -0.537 -1.206 0.227  0.60
H 5.180 0.572 -4.099  0.33
H 2.351 -0.078 1.756  0.38
H 0.071 -4.923 4.841  0.33
H -0.976 -3.810 4.877  0.30
H -2.030 -5.074 3.242  0.34
H -1.012 1.830 -7.149  0.31
H 0.592 3.921 -1.930  0.19
H -1.188 0.004 1.288  0.24
H 7.512 -2.491 2.518  0.35
H 4.930 -0.494 1.023  0.25
H -3.105 -0.560 -5.273  0.47
H -3.328 2.196 2.622  0.28
H -5.419 3.161 0.132  0.33
H 3.176 -1.689 3.563  0.29
H -0.916 1.687 -5.632  0.37
H 6.205 -1.246 1.299  0.35
H -1.470 3.994 3.125  0.30
H 4.394 -2.496 3.942  0.32
H -2.129 1.408 3.113  0.30
H 0.549 -7.310 3.804  0.33
H -1.239 4.029 4.631  0.31
H 2.838 1.615 -3.492  0.38
H -1.517 0.393 -0.852  0.60
H -0.870 1.112 -2.287  0.47

LUMO: -0.1721 Eh
charge: +1
highest occupied orbital energy: -12.70 eV

Entry 6:
Formula: C17H38ClN2O5S5
Source: OMol25
Level of theory: ωB97M-V/def2-TZVPD

Last column: Mulliken charge in e.
Positions of all 68 atoms, in Å:
Cl -3.367 5.188 -5.893  0.06
S 3.282 -3.461 2.311  0.46
S 2.075 -0.308 6.954  0.41
S -3.144 -0.523 -4.560  0.47
S -0.308 -0.024 -1.074  0.44
S 0.150 -6.524 1.122  0.50
O 2.324 -1.467 6.054  -0.52
O 0.930 -6.458 2.389  -0.61
O -1.764 -1.068 -4.601  -0.58
O -0.994 1.303 -0.888  -0.59
O 2.568 -2.877 1.128  -0.61
N -1.048 4.736 -4.969  -0.75
N -2.308 4.770 -4.633  0.59
C 0.752 -0.270 0.338  -0.99
C 0.992 0.236 -2.276  -0.94
C -2.490 3.891 -1.022  -0.95
C 4.414 -2.199 2.897  -0.96
C -3.429 0.294 -6.135  -0.91
C 2.158 -3.392 3.691  -0.72
C 1.028 -5.519 -0.076  -0.63
C 3.614 0.611 7.050  -0.92
C -1.964 4.171 -2.394  0.42
C 0.519 -8.104 0.352  -0.96
C -2.736 5.204 -0.294  -0.20
C -3.886 5.864 -0.359  -0.79
C 1.180 0.911 5.985  -0.92
C -3.024 0.972 -3.572  -0.69
C -0.623 4.121 -2.701  -0.08
C -0.212 4.420 -4.000  -0.47
C -2.819 4.512 -3.435  0.10
H 3.868 -1.269 3.053  0.19
H 4.866 -2.535 3.830  0.39
H 0.834 4.402 -4.279  0.46
H -4.379 0.827 -6.100  0.34
H 1.387 0.605 0.480  0.34
H 2.074 -5.824 -0.115  0.28
H 3.977 0.816 6.043  0.28
H 2.684 -3.685 4.598  0.37
H 0.194 0.501 5.775  0.31
H 1.359 -1.165 0.186  0.36
H 1.081 1.830 6.562  0.40
H 1.771 -2.381 3.798  0.15
H -4.778 5.389 -0.758  0.26
H 0.969 -4.483 0.250  -0.01
H -2.792 0.673 -2.552  0.23
H 1.600 -8.232 0.293  0.30
H 1.715 1.095 5.053  0.26
H 1.353 -4.098 3.488  0.33
H -2.603 0.977 -6.342  0.26
H 0.558 -5.631 -1.054  0.44
H -3.470 -0.476 -6.901  0.35
H -3.891 4.592 -3.312  0.52
H 1.611 1.079 -1.963  0.33
H 5.183 -2.065 2.140  0.37
H 0.101 3.840 -1.946  0.44
H 4.331 -0.009 7.585  0.32
H 3.449 1.537 7.600  0.38
H -1.747 3.298 -0.491  0.29
H -3.963 1.529 -3.592  0.50
H -1.935 5.591 0.329  0.35
H 0.118 -0.418 1.210  0.39
H -3.439 3.354 -1.067  0.47
H 1.590 -0.671 -2.352  0.42
H -2.205 1.579 -3.968  0.06
H 0.071 -8.132 -0.641  0.35
H -3.990 6.875 0.015  0.27
H 0.518 0.438 -3.235  0.26
H 0.086 -8.885 0.973  0.33

LUMO: -0.1740 Eh
charge: +1
highest occupied orbital energy: -10.04 eV

Entry 7:
Formula: C45H64F8O21
Source: OMol25
Level of theory: ωB97M-V/def2-TZVPD

Last column: Mulliken charge in e.
Positions of all 138 atoms, in Å:
F 4.514 22.839 19.240  0.16
F 6.383 26.856 15.178  -0.31
F 7.178 24.273 15.471  -0.32
F 5.910 26.449 17.337  -0.04
F 5.262 24.176 14.567  -0.26
F 1.759 23.871 20.159  -0.42
F 1.739 22.664 18.305  -0.03
F 4.216 25.028 18.965  -0.13
O 10.116 22.950 16.915  -0.22
O 6.912 21.767 23.024  -0.56
O -1.440 22.128 20.073  -0.36
O 3.424 28.407 18.803  -0.44
O 2.191 26.938 17.693  -0.40
O 9.325 30.757 17.281  -0.62
O 1.589 19.677 16.257  -0.32
O -0.091 20.980 15.513  -0.20
O 9.523 22.306 21.735  -0.66
O 4.817 22.331 22.627  -0.35
O 4.424 19.246 20.216  -0.19
O -0.940 20.951 18.267  -0.43
O 10.939 29.426 16.278  -0.36
O 0.674 24.142 15.401  -0.28
O 3.754 26.934 13.615  -0.35
O 8.221 21.707 17.124  -0.56
O 4.014 23.657 17.167  0.51
O -1.321 24.094 16.376  -0.62
O 9.951 24.226 20.848  -0.39
O 3.928 17.754 21.848  -0.63
O 4.536 27.529 11.657  -0.38
C 9.448 21.814 17.239  0.42
C 6.242 18.120 21.188  -0.29
C 4.137 29.635 18.600  -0.73
C 11.489 22.781 17.195  -0.45
C 1.098 20.713 15.573  0.46
C 3.503 21.646 22.590  0.42
C 3.796 23.782 18.614  0.15
C 3.073 28.908 16.537  0.33
C 3.325 20.326 14.929  -0.66
C 11.008 28.110 15.650  -0.45
C 0.139 20.440 20.379  0.58
C 5.867 24.583 15.704  0.80
C -0.345 21.003 21.654  -0.44
C 7.957 24.842 19.798  0.40
C 9.464 25.189 19.895  -0.38
C 6.770 18.896 19.918  -0.56
C -0.446 24.747 15.848  0.33
C 2.289 23.724 18.881  0.54
C 4.102 28.045 10.416  -0.57
C 4.750 18.303 21.149  0.26
C 9.531 27.719 15.450  -0.30
C 4.332 29.632 17.064  -0.13
C 2.310 27.916 11.915  -0.19
C 5.019 20.625 24.184  -0.58
C 2.792 28.778 10.658  -0.64
C 2.982 19.684 16.270  -0.06
C 7.701 23.701 20.813  0.61
C -0.955 22.343 21.388  -0.14
C -0.303 26.287 15.658  -0.43
C 0.757 26.319 14.604  0.15
C 5.645 26.114 16.015  1.68
C 5.407 23.627 16.798  -0.19
C 3.593 27.416 12.504  0.26
C 9.109 23.324 21.162  0.33
C 11.695 21.568 18.119  -0.54
C 10.427 20.716 17.681  -0.40
C 3.594 20.647 23.725  -0.60
C -0.874 21.074 19.467  0.40
C 5.613 19.859 19.705  0.54
C 2.793 27.990 17.697  0.36
C 9.689 29.696 16.749  0.45
C 5.733 21.654 23.318  0.44
C 8.845 28.417 16.582  0.45
C 2.194 21.397 14.764  0.70
C 1.577 25.090 14.761  0.57
H -0.187 23.116 21.360  0.03
H 7.849 24.360 18.826  -0.61
H 7.721 19.425 19.972  0.28
H 2.512 22.274 15.327  -0.67
H 3.324 21.382 21.548  -0.48
H 2.405 25.327 15.429  -0.55
H 7.177 25.596 19.906  0.53
H 12.691 21.138 18.020  0.38
H 9.760 26.176 20.251  0.31
H -1.018 20.353 22.213  0.35
H 11.770 23.645 17.798  0.26
H 0.222 26.817 16.452  0.05
H 12.155 22.825 16.334  0.35
H 1.754 27.046 11.565  0.20
H 4.819 28.675 9.890  0.39
H 1.885 24.562 18.313  -0.51
H 2.791 22.422 22.873  0.38
H 3.545 30.485 18.938  0.34
H 3.945 27.196 9.751  0.28
H 1.132 20.867 20.242  -0.55
H 6.843 18.319 18.997  0.33
H 6.117 23.735 17.618  -0.70
H 10.006 24.979 18.973  0.01
H 1.729 28.452 12.665  0.35
H 5.314 29.194 16.886  -0.34
H 2.900 20.891 24.529  0.45
H 7.912 28.822 16.190  -0.31
H 2.054 28.821 9.858  0.35
H 4.424 30.668 16.738  0.56
H 3.404 20.172 17.149  0.05
H 0.493 21.084 22.346  0.08
H 5.195 20.964 25.205  0.33
H 1.897 21.603 13.735  0.50
H 5.148 29.684 19.004  0.42
H 2.241 29.602 16.421  0.52
H 2.050 24.664 13.876  0.37
H 5.609 20.103 18.643  0.16
H 3.022 29.814 10.908  0.30
H 1.405 27.189 14.706  -0.40
H -1.809 22.593 22.017  0.33
H 0.256 26.151 13.650  0.31
H 11.549 21.843 19.163  0.21
H 11.525 27.424 16.322  0.22
H 3.318 19.534 14.180  0.35
H -1.238 26.779 15.388  0.43
H 9.117 28.039 14.494  0.30
H 11.549 28.097 14.704  0.35
H 7.280 22.895 20.212  -0.55
H 0.090 19.351 20.347  0.44
H 8.678 27.812 17.473  0.13
H 3.206 19.697 23.359  0.33
H 5.736 22.700 16.329  0.33
H 5.844 20.794 20.216  -0.42
H 10.556 19.951 16.914  0.35
H 9.392 26.639 15.509  0.12
H 4.283 20.845 14.949  0.26
H 4.615 26.414 15.823  -1.17
H 10.017 20.124 18.499  0.18
H 5.500 19.650 24.098  0.25
H 6.547 17.077 21.276  0.45
H 3.255 18.633 16.183  0.38
H 6.426 18.650 22.123  0.05
H 7.127 23.965 21.700  0.34
H 3.233 28.343 15.618  -0.53

LUMO (alpha / beta): -0.0811 / -0.2911 Eh
charge: +1
highest occupied orbital energy (alpha / beta): -11.14 / -11.14 eV
multiplicity: 2

Entry 8:
Formula: C11H15NS
Source: OMol25
Level of theory: ωB97M-V/def2-TZVPD

Last column: Mulliken charge in e.
Positions of all 28 atoms, in Å:
S 3.961 -0.502 0.168  -0.04
N 0.342 3.070 0.196  -0.62
C -3.139 -0.979 1.096  -1.46
C -0.088 0.625 -0.068  0.21
C -0.330 1.975 0.462  -0.08
C 1.999 1.599 -0.692  -0.53
C -1.108 -0.260 -0.160  -0.84
C 4.488 -2.247 0.133  -0.71
C -3.362 0.056 -1.141  -1.33
C -2.580 0.065 0.121  0.75
C 1.404 2.801 -0.646  -0.46
C 1.432 0.446 -0.112  0.11
C 2.213 -0.586 0.319  -0.02
H 1.702 -1.551 0.788  0.29
H 4.785 -2.825 -0.810  0.26
H 1.916 3.570 -1.180  0.39
H 5.283 -2.391 0.802  0.33
H 2.948 1.358 -1.205  0.39
H 3.610 -2.637 0.606  0.18
H -4.347 0.354 -0.656  0.33
H -3.072 -1.950 0.651  0.37
H -3.069 0.749 -1.844  0.38
H -0.902 -1.076 -0.701  0.63
H -3.298 -1.000 -1.536  0.30
H -1.192 2.121 1.185  0.39
H -2.652 -1.042 2.162  0.30
H -4.276 -0.780 1.414  0.33
H -2.669 1.039 0.649  0.16

LUMO: -0.0100 Eh
structure (SMILES): CS/C=c1\ccnc\c1=C/C(C)C
highest occupied orbital energy: -7.66 eV

Entry 9:
Formula: C7H15ClN4
Source: OMol25
Level of theory: ωB97M-V/def2-TZVPD

Last column: Mulliken charge in e.
Positions of all 27 atoms, in Å:
Cl -3.674 1.620 0.360  -0.08
N -1.666 -0.070 -0.135  -0.41
N 0.878 1.255 -0.686  -0.02
N -1.177 2.200 -0.029  -0.08
N -2.053 -2.319 0.073  -0.09
C -2.057 1.148 0.002  0.55
C 3.027 0.267 -0.045  -0.41
C 0.150 2.235 -0.283  0.15
C -2.463 -1.146 -0.268  0.00
C -2.772 -3.547 -0.135  -0.82
C 2.300 1.297 -0.920  -0.69
C 2.925 0.591 1.438  -1.10
H 2.477 1.055 -1.973  0.28
H 0.630 3.202 -0.144  0.38
H 2.677 2.300 -0.718  0.40
H -1.602 3.099 0.197  0.29
H -3.744 -3.523 0.361  0.35
H 3.540 -0.107 2.000  0.35
H 2.634 -0.731 -0.247  0.33
H 1.902 0.516 1.801  0.28
H -2.947 -3.713 -1.201  0.35
H -3.438 -1.062 -0.750  0.43
H 4.075 0.276 -0.345  0.34
H 0.435 0.341 -0.807  0.25
H -2.198 -4.380 0.261  0.30
H 3.297 1.590 1.649  0.34
H -1.154 -2.394 0.547  0.33

LUMO: -0.3256 Eh
charge: +2
structure (SMILES): CCCN\C=[NH+]/C(Cl)=N/C=[NH+]/C
highest occupied orbital energy: -18.13 eV

Listing max |F| for the structures above in their given order: 0.213 2.345 6.992 2.659 1.218 0.850 5.516 4.277 1.470 eV/A.